Below is a molecular structure, C16H18N6O3S2Sn, with properties calculated with wB97M-V/def2-TZVPD.

The value obtained for the HOMO energy is -0.2757 Ha. Its spin multiplicity is 1. Its electronic energy is -59469.00620 eV. The calculation puts the energy above the lowest of the compared OMol25 structures with the same formula, charge and spin at 73.6 kJ/mol.

Each line ends with the natural charge from an NBO analysis.
CARTESIAN COORDINATES (ANGSTROEM)
1 Sn -0.06068 -0.29834 -0.05193  1.7751
2 O 2.27969 2.53579 2.12712  -0.6341
3 C 1.86163 1.65052 1.38941  0.6260
4 N 0.60911 1.16997 1.34539  -0.7587
5 C -0.34814 1.70783 2.28702  -0.2755
6 C -1.20282 0.59766 2.83099  0.2464
7 C -1.86120 0.66705 4.05048  -0.2460
8 C -2.67896 -0.38668 4.42067  -0.1413
9 C -2.82072 -1.47366 3.56668  -0.2601
10 C -2.12059 -1.47073 2.37563  0.0774
11 N -1.32626 -0.45457 2.03403  -0.4944
12 C 2.80801 0.94307 0.46119  0.1408
13 C 4.14542 1.28473 0.41440  -0.2100
14 C 4.97938 0.55307 -0.41641  -0.1404
15 C 4.45226 -0.50171 -1.14883  -0.2464
16 C 3.10051 -0.77738 -1.04508  0.0803
17 N 2.30224 -0.05230 -0.26044  -0.4974
18 H -1.00732 2.43484 1.79283  0.2142
19 H 0.17431 2.23597 3.08255  0.2460
20 H -1.73101 1.53421 4.68556  0.2253
21 H -3.20240 -0.36285 5.36896  0.2212
22 H -3.45046 -2.31446 3.82308  0.2275
23 H -2.15995 -2.29148 1.66589  0.2413
24 H 4.49000 2.10179 1.03137  0.2531
25 H 6.03188 0.79525 -0.48740  0.2228
26 H 5.07471 -1.10838 -1.79172  0.2284
27 H 2.62907 -1.59305 -1.57840  0.2491
28 O -2.21337 0.24356 -0.41820  -0.4819
29 N -2.07210 1.32201 -1.02723  0.3814
30 O -0.86943 1.57126 -1.24367  -0.4558
31 S -0.12534 -2.53758 -0.41477  -0.8993
32 C 0.97438 -2.57798 -4.99028  -0.4088
33 N -0.06326 -1.57784 -5.11089  -0.4022
34 C -0.96630 -1.52401 -6.25505  -0.2131
35 C -1.87588 -0.33806 -5.90593  -0.2235
36 N -1.08208 0.34872 -4.89111  -0.5915
37 C -0.09507 -0.43799 -4.40001  0.3272
38 S 0.94417 -0.02225 -3.16128  -0.2781
39 H 0.61618 -3.50660 -5.43126  0.2044
40 H 1.18891 -2.74135 -3.93619  0.2481
41 H 1.89594 -2.26747 -5.49057  0.1965
42 H -1.51570 -2.45810 -6.35670  0.2096
43 H -0.40734 -1.34524 -7.17823  0.1905
44 H -2.83716 -0.66710 -5.50775  0.1964
45 H -2.05343 0.30653 -6.76380  0.2070
46 H -1.44642 1.09552 -4.32558  0.4223

Forces on atoms 1 to 2 (eV/Å):
0.1 -0.3 0.5
-0.1 -0.1 -0.1

=====

Below is a molecular structure, C16H18RuS2, with properties calculated with wB97M-V/def2-TZVPD.

The value obtained for the HOMO energy (alpha / beta) is -0.4111 / -0.4152 Ha. Its spin multiplicity is 2. Its total charge is +1. Its electronic energy is -41130.52895 eV. The calculation puts the energy above the lowest of the compared OMol25 structures with the same formula, charge and spin at 88.2 kJ/mol.

Each line ends with the Löwdin spin population.
CARTESIAN COORDINATES (ANGSTROEM)
1 Ru 0.20328 0.03432 0.25899  0.1867
2 C 3.86226 -1.54404 1.68374  0.0001
3 C 2.94925 -0.78817 2.64252  -0.0002
4 C 3.75945 -0.09962 3.75052  -0.0003
5 C 2.09575 0.25554 1.97046  -0.0002
6 C 2.46237 0.86145 0.77603  0.0288
7 C 1.70340 1.91366 0.23440  -0.0075
8 C 0.57990 2.41340 0.89364  -0.0050
9 C -0.16190 3.60986 0.35758  -0.0010
10 C 0.19073 1.77022 2.07941  -0.0179
11 C 0.90806 0.69378 2.58362  0.0004
12 H 4.30344 -2.39782 2.19580  0.0000
13 H 4.68458 -0.91553 1.33512  0.0000
14 H 3.31860 -1.92043 0.81510  0.0000
15 H 2.27007 -1.50463 3.11349  0.0004
16 H 4.44763 0.63270 3.32311  0.0001
17 H 4.34496 -0.84134 4.29283  -0.0001
18 H 3.11652 0.41307 4.46730  0.0000
19 H 3.36463 0.55082 0.26763  0.0029
20 H 2.04247 2.40210 -0.66986  -0.0006
21 H -0.92337 3.31372 -0.36380  -0.0002
22 H 0.52148 4.29270 -0.14412  0.0001
23 H -0.65912 4.14864 1.16259  -0.0001
24 H -0.67498 2.13471 2.61840  -0.0002
25 H 0.59650 0.23340 3.51295  -0.0005
26 S -2.08860 -0.00255 0.23342  0.3018
27 C -2.51809 -1.64429 0.15618  0.0964
28 C -3.89019 -2.00052 0.06523  0.0272
29 C -4.24737 -3.30909 -0.01302  0.0237
30 C -3.25178 -4.31824 0.00054  0.0837
31 C -1.92544 -3.99888 0.10062  -0.0063
32 C -1.52746 -2.65178 0.18740  0.1101
33 S 0.14043 -2.26078 0.37586  0.1754
34 H -4.63789 -1.21815 0.05142  -0.0006
35 H -5.29150 -3.57909 -0.08787  0.0005
36 H -3.54292 -5.35810 -0.06494  0.0044
37 H -1.16924 -4.77265 0.11854  -0.0017

Forces on atoms 1 to 2 (eV/Å):
0.1 0.7 2.9
0.0 0.0 0.0

=====

Below is a molecular structure, C16H19AsF3NO3S4W, with properties calculated with wB97M-V/def2-TZVPD.

The value obtained for the HOMO energy is -0.5631 Ha. Its spin multiplicity is 1. Its total charge is +2. Its electronic energy is -138670.82748 eV. The calculation puts the energy above the lowest of the compared OMol25 structures with the same formula, charge and spin at 221.3 kJ/mol.

Each line ends with the natural charge from an NBO analysis.
CARTESIAN COORDINATES (ANGSTROEM)
1 W -0.96938 1.82480 0.15788  0.9514
2 C -0.21627 -1.21570 1.53981  -0.2468
3 O -0.20897 0.20978 1.74086  -0.5464
4 C 0.11826 0.58844 3.08264  -0.0931
5 C 0.25742 2.07534 3.05654  -0.1059
6 O -0.84388 2.60021 2.27443  -0.5361
7 C -2.05104 2.82656 3.05949  -0.0853
8 C -2.96739 1.61858 3.07862  -0.1001
9 O -2.72827 0.87059 1.89784  -0.5648
10 C -3.68874 -0.18530 1.74301  -0.2531
11 H 0.76823 -1.62215 1.76934  0.2107
12 H -0.46150 -1.40765 0.50086  0.2153
13 H -0.96613 -1.66687 2.19049  0.2130
14 H 1.06306 0.13560 3.39394  0.2323
15 H -0.67091 0.23350 3.74915  0.2064
16 H 1.15855 2.38903 2.55407  0.2529
17 H 0.25433 2.51284 4.05284  0.2373
18 H -2.52643 3.69560 2.62018  0.2283
19 H -1.75107 3.09648 4.06995  0.2324
20 H -4.00327 1.96771 3.11940  0.2258
21 H -2.79415 0.97560 3.94576  0.1968
22 H -4.63422 0.21185 1.37165  0.2110
23 H -3.84758 -0.67122 2.70755  0.2052
24 H -3.29450 -0.91162 1.04089  0.2051
25 S -2.76380 3.36248 0.21383  -0.1791
26 As -2.66039 2.46439 -1.80282  0.9521
27 S -2.21809 0.32222 -1.11422  -0.2113
28 S -0.46217 3.00290 -1.82952  -0.0931
29 S -3.91053 2.82820 -3.31128  -0.2095
30 N 2.12062 2.40520 0.65688  -0.5279
31 C 1.11854 1.81188 0.26592  0.1119
32 H 3.04098 2.11063 0.33629  0.4052
33 F 3.38481 -3.82552 -6.06189  -0.3003
34 C 3.56612 -4.11420 -4.77212  0.9642
35 F 4.88095 -4.17924 -4.52936  -0.3005
36 F 3.03517 -5.31866 -4.52498  -0.3019
37 C 2.92581 -3.07247 -3.87049  -0.0281
38 C 3.02636 -3.25508 -2.49187  -0.1758
39 C 2.46889 -2.32697 -1.64356  -0.1325
40 C 1.81757 -1.20098 -2.18516  -0.1549
41 C 1.72285 -1.02763 -3.57559  -0.1164
42 C 2.27511 -1.97424 -4.41526  -0.1816
43 C 1.29482 -0.22027 -1.33256  0.3659
44 C 0.83574 0.64842 -0.59276  -0.3739
45 H 3.53983 -4.12172 -2.09690  0.2595
46 H 2.53682 -2.45093 -0.57111  0.2306
47 H 1.21798 -0.16096 -3.98086  0.2403
48 H 2.20984 -1.85946 -5.48780  0.2652

Forces on atoms 1 to 2 (eV/Å):
0.1 -0.2 2.5
-0.1 -0.1 0.1

=====

Below is a molecular structure, C16H19AsN2O2RhSe, with properties calculated with wB97M-V/def2-TZVPD.

The value obtained for the HOMO energy (alpha / beta) is -0.3986 / -0.3986 Ha. Its spin multiplicity is 1. Its total charge is +1. Its electronic energy is -153162.44952 eV. The calculation puts the energy above the lowest of the compared OMol25 structures with the same formula, charge and spin at 58.2 kJ/mol.

Each line ends with the natural charge from an NBO analysis.
CARTESIAN COORDINATES (ANGSTROEM)
1 Rh -0.88721 -0.94960 -0.88286  0.4011
2 O 1.28158 -2.06289 6.45962  -0.6483
3 C 2.13824 -1.31803 5.73433  0.7673
4 O 3.08899 -0.80434 6.24413  -0.5303
5 C 1.84320 -1.16261 4.26795  -0.1516
6 C 0.57712 -1.29459 3.72194  -0.1748
7 C 0.37792 -1.09270 2.36205  -0.2152
8 C 1.44833 -0.76116 1.54972  0.1760
9 C 2.72840 -0.63731 2.08881  -0.2417
10 C 2.91738 -0.82434 3.44191  -0.1298
11 N 1.14000 -0.57616 0.17033  -0.4804
12 C 2.00453 -0.18301 -0.67470  0.1340
13 C 1.60237 -0.02289 -2.06825  0.1176
14 C 2.49397 0.43674 -3.02005  -0.1885
15 C 2.05997 0.58967 -4.32992  -0.1260
16 C 0.74939 0.27597 -4.63318  -0.2232
17 C -0.09123 -0.17747 -3.62981  0.0753
18 N 0.32082 -0.33300 -2.36712  -0.4008
19 H 0.64444 -2.51289 5.89283  0.4837
20 H -0.28309 -1.52586 4.33840  0.2206
21 H -0.61211 -1.19146 1.93299  0.2237
22 H 3.59031 -0.40163 1.48118  0.2185
23 H 3.89744 -0.71449 3.88439  0.2545
24 H 3.03615 0.05281 -0.42786  0.1977
25 H 3.50776 0.67746 -2.73299  0.2441
26 H 2.73712 0.94800 -5.09270  0.2469
27 H 0.36385 0.36616 -5.63826  0.2512
28 H -1.11384 -0.45374 -3.83569  0.2333
29 Se -2.38560 -2.34159 -1.74663  -0.3624
30 C -3.77828 0.77067 0.49062  -0.9532
31 As -2.48913 0.70647 -0.93573  1.2696
32 C -1.61829 2.42842 -0.84160  -0.9635
33 C -3.56438 0.85249 -2.52661  -0.9535
34 H -4.39426 1.66018 0.35954  0.2439
35 H -3.26463 0.81560 1.44869  0.2485
36 H -4.39842 -0.12209 0.44883  0.2613
37 H -2.35322 3.21537 -1.00926  0.2455
38 H -0.84017 2.48586 -1.60123  0.2389
39 H -1.16828 2.55161 0.14193  0.2492
40 H -4.03669 1.83466 -2.54583  0.2389
41 H -4.32103 0.07202 -2.50702  0.2662
42 H -2.94942 0.72369 -3.41289  0.2356

Forces on atoms 1 to 2 (eV/Å):
0.8 -1.3 -0.4
0.0 0.0 -0.1

=====

Below is a molecular structure, C16H19BEuN6Te, with properties calculated with wB97M-V/def2-TZVPD.

The value obtained for the HOMO energy (alpha / beta) is -0.5366 / -0.5371 Ha. Its spin multiplicity is 8. Its total charge is +2. Its electronic energy is -53124.30399 eV.

Each line ends with the Löwdin spin population.
CARTESIAN COORDINATES (ANGSTROEM)
1 C 3.27447 0.29989 -0.27158  0.0041
2 N 1.97162 0.29829 -0.63846  -0.0170
3 N 1.96063 0.10892 -2.02884  -0.0007
4 C 3.22938 -0.07212 -2.44381  -0.0014
5 C 4.09576 0.03609 -1.37028  -0.0011
6 B 0.60809 0.16853 -2.84756  0.0004
7 N -0.45240 -0.98249 -2.59623  -0.0014
8 N -1.15000 -1.08841 -1.38432  -0.0227
9 C -2.03071 -2.11427 -1.53014  -0.0002
10 C -1.88548 -2.70086 -2.80070  -0.0004
11 C -0.88770 -1.95021 -3.42770  -0.0004
12 Eu -0.16416 -0.11654 0.62660  6.1798
13 N -0.09468 1.52959 -2.50780  -0.0005
14 N -0.51217 1.73675 -1.19225  -0.0137
15 C -1.07088 2.96356 -1.16462  0.0006
16 C -1.03284 3.55268 -2.44509  -0.0010
17 C -0.40461 2.60343 -3.25502  -0.0014
18 H -1.47117 3.37173 -0.26284  0.0005
19 H -0.16423 2.62915 -4.30374  -0.0001
20 H -1.40574 4.51773 -2.72863  -0.0001
21 H 0.88819 0.15173 -3.99429  0.0000
22 H -0.46299 -2.04378 -4.41225  -0.0001
23 H 3.42214 -0.27102 -3.49040  -0.0001
24 H -2.42294 -3.54735 -3.19586  -0.0001
25 H 5.18337 -0.07475 -1.36841  -0.0001
26 H -2.68912 -2.41575 -0.73859  0.0001
27 H 3.55119 0.45409 0.76195  0.0073
28 H -1.98197 -0.61951 1.79806  -0.0024
29 C -1.98932 -1.46012 2.51532  -0.0034
30 H -2.81892 -2.08987 2.17515  -0.0001
31 H -1.07043 -2.06819 2.59410  0.0002
32 H -2.20589 -1.00246 3.48392  -0.0001
33 Te 1.29711 1.38370 2.88474  0.6837
34 C 0.19654 0.37501 4.31989  0.0771
35 C 0.45276 -0.96280 4.70433  0.0338
36 C -0.19651 -1.47538 5.83363  -0.0004
37 C -1.08585 -0.66870 6.55561  0.0362
38 C -1.34998 0.65113 6.16125  -0.0007
39 C -0.72641 1.17870 5.02848  0.0357
40 H 1.15822 -1.54696 4.10770  0.0033
41 H -0.00504 -2.50385 6.14478  -0.0005
42 H -1.57639 -1.06970 7.43879  0.0017
43 H -2.03252 1.27607 6.73794  -0.0005
44 H -0.87693 2.20160 4.67906  0.0061

Forces on atoms 1 to 2 (eV/Å):
-0.4 -0.5 -0.6
-0.3 -0.4 -0.4

=====

Below is a molecular structure, C16H19BaCl2N2O, with properties calculated with wB97M-V/def2-TZVPD.

The value obtained for the HOMO energy is -0.1186 Ha. Its spin multiplicity is 1. Its total charge is -1. Its electronic energy is -47666.50952 eV. The calculation puts the energy above the lowest of the compared OMol25 structures with the same formula, charge and spin at 31.5 kJ/mol.

Each line ends with the Mulliken charge.
CARTESIAN COORDINATES (ANGSTROEM)
1 Ba 0.58546 -0.16777 -0.25516  1.3390
2 C -4.04967 1.76380 4.20107  -0.9947
3 C -4.43445 2.32539 2.83053  -0.6855
4 C -4.80981 1.23955 1.85617  0.8041
5 C -6.13616 0.87056 1.70214  -0.6913
6 C -6.49995 -0.14834 0.83163  -0.8079
7 C -5.51378 -0.82630 0.14125  -0.6341
8 C -4.16423 -0.50378 0.29200  0.6928
9 C -3.15370 -1.40646 -0.37836  -0.1096
10 C -3.16750 -2.76365 0.32445  -0.9790
11 C -3.80709 0.56139 1.12813  -0.2027
12 N -2.50843 1.06435 1.18927  -0.3872
13 C -1.55657 0.53875 1.87345  0.2943
14 C -0.40485 1.27724 2.26923  -0.1831
15 C -0.27058 2.67379 2.39716  -0.9305
16 C 1.00805 2.88155 2.89091  -0.6161
17 C 1.58850 1.60115 3.02199  -0.5044
18 N 0.74318 0.63264 2.65959  -0.4777
19 H -3.79326 2.56737 4.89407  0.3313
20 H -3.18301 1.10654 4.12413  0.2195
21 H -4.87551 1.18915 4.62736  0.3598
22 H -3.59721 2.89869 2.42864  0.1141
23 H -5.28453 3.00362 2.94734  0.5120
24 H -6.89953 1.39692 2.26633  0.3604
25 H -7.54271 -0.41199 0.70190  0.3848
26 H -5.79232 -1.63608 -0.52625  0.4289
27 H -2.11573 -1.05667 -0.37752  -0.3891
28 H -3.46145 -1.52109 -1.42207  0.4881
29 H -2.87647 -2.64533 1.37157  0.1378
30 H -2.52428 -3.52623 -0.09326  0.5245
31 H -4.18419 -3.16265 0.33693  0.2842
32 H -1.66593 -0.48556 2.26872  0.1888
33 H -1.02762 3.41180 2.17587  0.4535
34 H 1.46213 3.82965 3.14078  0.4126
35 H 2.59437 1.37139 3.34602  0.4367
36 Cl 0.21356 -3.23413 1.14350  -0.1332
37 C -0.75806 -4.19959 2.25430  -0.1846
38 Cl -0.12651 -5.84938 2.42430  -0.1961
39 H -1.76756 -4.26900 1.87289  0.1530
40 H -0.73413 -3.72660 3.22925  0.3260
41 O 2.23705 -0.88269 -0.98170  -1.1396

Forces on atoms 1 to 2 (eV/Å):
-0.3 0.4 0.1
0.0 0.0 0.0